Entry 1:
Formula: C3H4N2O
Source: the OMol25 dataset
Level of theory: the ωB97M-V functional and the def2-TZVPD basis

Each line ends with the Löwdin charge.
Cartesian coordinates (Å):
C: -1.1674 -0.2092 0.6611  -0.028
C: -0.5237 -1.1418 -0.3558  -0.375
C: 0.6808 0.8734 0.2250  -0.335
N: -0.5396 0.9088 0.8969  0.055
N: 0.8620 -0.4037 -0.5046  0.031
O: -0.9151 -2.0749 -0.9427  0.119
H: -2.0790 -0.3849 1.0493  0.075
H: 0.7752 1.7467 -0.5999  0.158
H: 1.5338 1.0969 1.0263  0.151
H: 1.3731 -0.4114 -1.4555  0.150

Atoms 1-2, force components in eV/Å:
C 3.6 1.9 -1.3
C 3.7 4.1 0.7

Summary:
* structure (SMILES): O=C1C=NCN1
* E_LUMO: 0.0427 eV
* largest force on an atom: 5.60 eV/A


Entry 2:
Formula: C3H4N2O
Source: the OMol25 dataset
Level of theory: the ωB97M-V functional and the def2-TZVPD basis

Each line ends with the Löwdin charge.
Cartesian coordinates (Å):
C: 2.3605 -0.5624 0.1108  -0.005
C: -0.8782 0.4409 -0.0028  -0.114
C: -2.3392 0.1758 -0.0720  -0.224
H: 3.2569 0.2497 -0.2779  0.119
H: 2.3494 -1.5332 0.7995  0.095
H: -0.4916 1.4491 0.3472  0.114
H: -2.9937 1.1009 0.1912  0.137
N: 1.2743 0.1171 -0.4884  -0.125
N: 0.0720 -0.4050 -0.4203  -0.013
O: -2.6103 -1.0330 -0.1873  0.017

Atoms 1-2, force components in eV/Å:
C -2.1 4.6 -3.1
C 3.3 0.5 -0.7

Summary:
* structure (SMILES): C=N/N=C/C=O
* E_LUMO: -0.9925 eV
* largest force on an atom: 6.77 eV/A


Entry 3:
Formula: C3H4N2O
Source: the OMol25 dataset
Level of theory: the ωB97M-V functional and the def2-TZVPD basis

Each line ends with the Löwdin charge.
Cartesian coordinates (Å):
N: -1.3654 1.1020 0.7661  0.109
C: -0.4296 0.5406 -0.0032  -0.079
C: -0.1694 -0.7264 -0.2876  -0.103
C: 1.1517 -1.2011 -0.5131  -0.173
N: 2.0658 -0.2465 -0.5741  -0.077
O: 1.6452 0.9205 -0.2842  -0.128
H: -1.8218 1.9701 0.5277  0.107
H: -1.3715 0.8744 1.7553  0.120
H: -1.1379 -1.0004 -0.7139  0.131
H: 1.4329 -2.2332 -0.6728  0.093

Atoms 1-2, force components in eV/Å:
N 0.8 0.4 -0.2
C 1.2 0.4 0.3

Summary:
* E_LUMO: 0.1066 eV
* largest force on an atom: 1.65 eV/A


Entry 4:
Formula: C3H4N2O
Source: the OMol25 dataset
Level of theory: the ωB97M-V functional and the def2-TZVPD basis

Each line ends with the Löwdin charge.
Cartesian coordinates (Å):
C: -0.9661 0.1340 -0.0002  -0.448
C: 1.2125 0.3667 -0.1552  -0.101
C: 0.8802 -0.9191 0.0166  -0.180
H: -2.4169 -0.9448 -0.1163  0.076
H: -0.0543 1.9723 -0.0558  0.071
H: 2.2746 0.9126 -0.0610  0.165
H: 1.7204 -1.6454 0.2025  0.144
N: -2.2918 0.1206 -0.0337  0.091
N: 0.0572 1.0950 0.1588  0.130
O: -0.4157 -1.0919 0.0442  0.050

Atoms 1-2, force components in eV/Å:
C -4.5 0.9 1.1
C 3.1 1.4 1.9

Summary:
* structure (SMILES): [H]/N=c1/[nH]cco1
* E_LUMO: 0.8280 eV
* largest force on an atom: 6.79 eV/A


Entry 5:
Formula: C3H4N2O
Source: the OMol25 dataset
Level of theory: the ωB97M-V functional and the def2-TZVPD basis

Each line ends with the Löwdin charge.
Cartesian coordinates (Å):
C: -1.4643 -0.5316 -0.1726  0.052
C: 0.1025 0.7388 0.6818  -0.114
C: 1.3284 1.1117 0.2228  -0.156
O: 2.0271 0.0798 -0.2772  -0.014
N: 1.2256 -1.0287 -0.2547  0.079
N: 0.1579 -0.6158 0.3265  -0.144
H: -1.3968 -1.4089 -0.8128  0.069
H: -2.0114 -0.7073 0.7446  0.074
H: -1.8189 0.3307 -0.6995  0.060
H: 1.8499 2.0313 0.2411  0.095

Atoms 1-2, force components in eV/Å:
C 1.5 -3.2 0.2
C 0.6 0.6 0.7

Summary:
* E_LUMO: -0.4820 eV
* largest force on an atom: 3.74 eV/A


Entry 6:
Formula: C3H4N2O
Source: the OMol25 dataset
Level of theory: the ωB97M-V functional and the def2-TZVPD basis

Each line ends with the Löwdin charge.
Cartesian coordinates (Å):
O: -1.9631 0.2351 0.3114  0.052
C: -0.7560 -0.3171 -0.0160  -0.518
C: 0.4268 0.5009 0.3058  -0.018
C: 1.7244 0.3365 -0.3128  -0.274
N: 1.7926 -0.8823 -0.1214  0.241
N: -0.6745 -1.4697 -0.5297  0.138
H: -1.8539 1.1681 0.5202  0.094
H: 0.3491 1.2261 1.1339  0.115
H: 2.5561 0.9953 -0.5056  0.106
H: -1.6017 -1.7929 -0.7858  0.064

Atoms 1-2, force components in eV/Å:
O 0.1 0.2 0.0
C 0.3 -0.3 -0.3

Summary:
* E_LUMO (alpha / beta): -0.3540 / -0.8176 eV
* largest force on an atom: 0.94 eV/A


Entry 7:
Formula: C3H4N2O
Source: the OMol25 dataset
Level of theory: the ωB97M-V functional and the def2-TZVPD basis

Each line ends with the Löwdin charge.
Cartesian coordinates (Å):
N: 0.3576 0.4551 -1.5851  0.122
C: 0.2555 -0.2099 -0.3983  -0.307
C: 0.1612 -1.2492 0.3739  0.063
C: 0.3025 0.0681 1.0639  -0.241
N: -0.8583 0.7785 1.6319  -0.018
O: -1.6626 1.0787 0.7815  -0.024
H: -0.3196 1.2022 -1.6759  0.097
H: 0.4320 -0.1114 -2.4168  0.095
H: 0.1384 -2.3091 0.5669  0.096
H: 1.1933 0.2970 1.6580  0.117

Atoms 1-2, force components in eV/Å:
N 0.0 0.0 0.0
C 0.0 -0.2 0.3

Summary:
* structure (SMILES): NC1=C[C@@H]1N=O
* E_LUMO: 0.2480 eV
* largest force on an atom: 0.60 eV/A


Entry 8:
Formula: C3H4N2O
Source: the OMol25 dataset
Level of theory: the ωB97M-V functional and the def2-TZVPD basis

Each line ends with the Löwdin charge.
Cartesian coordinates (Å):
O: 0.5107 -0.1302 1.9427  0.019
C: 0.4507 0.0587 0.5727  -0.430
C: -0.0666 -1.0270 -0.3414  -0.076
N: -0.5696 -0.5200 -1.4056  0.083
C: -0.5303 0.8880 -1.1501  -0.207
N: -0.1168 1.2775 -0.0055  0.111
H: -0.3642 -0.2967 2.3116  0.105
H: 0.0253 -2.1002 -0.1867  0.120
H: -0.8075 1.5708 -1.9474  0.109
H: 1.4896 0.2244 0.2582  0.168

Atoms 1-2, force components in eV/Å:
O -0.3 0.1 0.1
C 0.2 0.0 -0.2

Summary:
* structure (SMILES): O[C@H]1C=NC=N1
* E_LUMO: 0.0141 eV
* largest force on an atom: 0.49 eV/A


Entry 9:
Formula: C3H4N2O
Source: the OMol25 dataset
Level of theory: the ωB97M-V functional and the def2-TZVPD basis

Each line ends with the Löwdin spin population.
Cartesian coordinates (Å):
C: -0.1639 -1.1234 -0.3493  0.209
C: -0.8601 0.1489 -0.3427  0.252
C: 1.1886 0.2194 0.6948  0.096
N: 0.9270 -1.1002 0.2976  0.445
N: -1.8609 0.5464 -0.9533  0.631
O: 0.0477 1.0297 0.5184  0.233
H: -0.4781 -2.0759 -0.7471  0.007
H: 1.4195 0.4809 1.7659  0.052
H: 2.0815 0.4416 0.1178  0.047
H: -2.3014 1.4326 -1.0022  0.028

Atoms 1-2, force components in eV/Å:
C -4.3 1.6 -1.3
C 5.8 -2.8 2.8

Summary:
* 2S+1: 3
* E_LUMO (alpha / beta): 0.9680 / -3.6810 eV
* largest force on an atom: 7.04 eV/A


Entry 10:
Formula: C3H4N2O2
Source: the OMol25 dataset
Level of theory: the ωB97M-V functional and the def2-TZVPD basis

Each line ends with the Löwdin charge.
Cartesian coordinates (Å):
C: 1.0474 -0.2608 -0.2392  -0.435
C: -1.1996 -0.3525 -0.2487  -0.420
C: -0.7918 1.0544 0.1260  -0.058
H: 2.9526 0.1369 0.0335  0.099
H: -0.0547 -2.3184 -0.1400  0.195
H: -0.9114 1.0458 1.5156  0.237
H: -1.3333 1.9849 -0.4658  0.179
N: 2.1997 -0.6180 0.1228  0.133
N: -0.0871 -1.2505 -0.2020  0.162
O: -2.4702 -0.5368 -0.0838  -0.016
O: 0.6483 1.1149 -0.4184  -0.077

Atoms 1-2, force components in eV/Å:
C 0.7 -0.3 1.5
C -5.5 -1.6 3.2

Summary:
* E_LUMO: 0.2331 eV
* largest force on an atom: 6.57 eV/A


Entry 11:
Formula: C3H4N2O2
Source: the OMol25 dataset
Level of theory: the ωB97M-V functional and the def2-TZVPD basis

Each line ends with the Löwdin charge.
Cartesian coordinates (Å):
C: 1.1934 -0.1363 0.8369  0.056
C: 0.8335 -1.5322 0.6455  -0.039
C: -0.7872 -0.4095 -0.4382  -0.408
H: -0.2764 2.5279 -0.1694  0.106
H: 2.0692 0.4800 1.0819  0.104
H: 1.1825 -2.6142 0.8900  0.144
H: -2.2176 0.9656 -1.2199  0.085
N: 0.0925 0.6512 0.0735  -0.152
N: -1.8542 -0.0716 -1.1462  0.083
O: 0.2325 1.8246 -0.5505  0.024
O: -0.4681 -1.6854 -0.0036  -0.002

Atoms 1-2, force components in eV/Å:
C -2.8 -2.1 -3.4
C 0.0 2.0 0.5

Summary:
* structure (SMILES): [H]/N=c1/occn1O
* E_LUMO: 0.5702 eV
* largest force on an atom: 6.87 eV/A


Entry 12:
Formula: C3H4N2O2
Source: the OMol25 dataset
Level of theory: the ωB97M-V functional and the def2-TZVPD basis

Each line ends with the Löwdin charge.
Cartesian coordinates (Å):
N: 0.1386 1.9032 0.1602  0.133
C: 0.4152 0.5579 0.0170  -0.401
C: 1.0882 -0.3079 -0.7340  0.188
O: -0.2661 -1.5251 -1.0919  0.021
C: -0.9598 -1.4514 0.0242  -0.580
O: -1.8714 -2.1108 0.4467  0.104
N: -0.3732 -0.3257 0.8315  0.089
H: -0.8103 2.0092 0.5201  0.110
H: 0.3211 2.5441 -0.6071  0.107
H: 2.0370 -0.6352 -1.1164  0.090
H: 0.2807 -0.6583 1.5499  0.138

Atoms 1-2, force components in eV/Å:
N 0.2 -0.3 0.0
C -0.4 -0.8 -0.3

Summary:
* E_LUMO: -0.5278 eV
* largest force on an atom: 2.41 eV/A